A cluster of 9 separate species, C37H32Cl4F2N2O7P in total at a distorted geometry, computed with ωB97M-V with the def2-TZVPD basis set.

Output
F_max   0.064 hartree/bohr
HOMO   -3.7922 eV
Calculated total energy   -4447.0096 a.u.
Energy above the lowest of the compared OMol25 structures with the same formula, charge and spin   0.00 kJ/mol
LUMO   -1.75 eV

ORCA input file:
```
! wB97M-V def2-TZVPD RIJCOSX def2/J DEFGRID3
* xyz -1 1
C 1.38 -2.41 -1.27
C -0.34 1.67 2.81
C -1.23 -0.62 3.20
H 1.09 3.63 1.67
C 3.36 -1.63 0.63
H 7.92 -2.80 -5.16
C -1.73 1.10 4.81
C -2.42 0.17 5.58
C -0.85 3.48 4.47
C -0.33 -3.11 0.59
C -0.73 4.80 4.89
N 9.83 -0.69 -6.56
H -3.13 2.34 -2.91
C -0.31 1.27 -1.37
C -1.65 2.52 5.27
H 0.88 3.85 -3.21
C -2.22 -1.86 -2.62
H 4.78 -0.54 -3.53
P 5.26 -0.72 -1.44
C -1.65 1.33 -1.72
C 2.09 -2.17 1.12
H -4.35 -1.04 -2.68
H -6.46 -4.12 -2.50
C -0.20 3.06 3.30
H -1.52 3.95 -3.88
H -3.38 -6.54 -0.93
H -2.96 -2.41 1.34
H -2.00 -2.58 3.63
F 1.86 2.12 -1.56
O 0.41 6.71 0.16
Cl -4.09 -4.32 -0.64
H -1.97 -1.71 -3.70
H 0.73 5.90 -0.25
C -1.51 -2.56 -0.30
C 0.16 3.15 -2.81
H -3.05 -1.88 5.77
H -1.23 5.14 5.78
F -0.01 4.23 6.93
C -3.53 -1.49 -2.06
O 5.41 -1.15 -3.06
C 8.43 -1.93 -4.75
H 4.12 -1.32 1.40
H -2.88 0.47 6.52
H 3.96 1.20 -1.39
C -2.09 2.30 -2.63
H -5.63 -2.70 -2.58
C 0.58 3.95 2.57
H 0.05 0.52 -0.67
H -0.77 -0.93 2.26
H 0.15 7.27 -0.58
C -4.32 -6.07 -0.66
O -0.51 -3.85 1.53
H 1.32 5.96 2.44
C -1.12 0.70 3.62
C 1.07 -2.57 0.18
C 2.62 -1.88 -1.77
H 1.86 -2.28 2.21
Cl -5.53 -6.51 -1.89
H -2.35 0.63 -1.30
H 5.46 1.47 -0.74
O 0.19 1.31 1.77
Cl -4.80 -6.66 0.93
H 0.15 6.72 4.48
H 2.79 -1.80 -2.87
C -1.92 -1.55 3.96
O -6.53 -3.14 -2.57
C -2.81 -2.23 0.25
H -7.07 -2.88 -3.34
O 0.40 -3.47 -3.24
H 9.06 -2.29 -3.93
C 0.71 5.27 3.00
Cl 2.60 0.77 -3.34
H -4.86 -1.44 -0.22
H 7.66 -1.29 -4.31
C 0.05 5.69 4.15
C -1.20 -2.40 -1.74
C 3.66 -1.46 -0.78
C 0.23 -2.84 -2.23
N 4.96 1.00 -1.49
O -2.23 2.86 6.27
C 9.21 -1.24 -5.76
C -3.85 -1.69 -0.64
C -1.18 3.20 -3.17
C 0.58 2.18 -1.91
C -2.51 -1.15 5.16
*
```

A structure of composition C37H32N2O2PS3W, computed with ωB97M-V with the def2-TZVPD basis set.

Output
F_max   0.007 hartree/bohr
HOMO   -10.1514 eV
Calculated total energy   -3292.0698 a.u.
Energy above the lowest of the compared OMol25 structures with the same formula, charge and spin   20.89 kJ/mol
LUMO   -4.12 eV

ORCA input file:
```
! wB97M-V def2-TZVPD RIJCOSX def2/J DEFGRID3
* xyz 1 1
H -2.32 1.31 1.38
H -1.08 5.92 -1.01
P 0.35 1.34 0.25
H 2.64 0.42 1.84
C 1.97 -1.78 3.10
H 4.03 -2.41 -3.68
C -1.29 2.25 4.46
C 2.61 2.65 -0.72
H -3.74 -0.40 -1.96
H -2.96 3.31 -4.52
S 1.33 -1.69 0.52
C -1.84 3.05 -2.69
C 2.11 1.75 0.22
C -1.21 2.11 -1.83
C 4.36 1.39 1.03
H 2.97 -1.82 2.68
H -1.69 2.47 5.44
H -5.75 -2.10 -1.21
H 0.74 2.66 5.01
C 3.97 2.91 -0.79
H 1.45 -4.94 -2.96
C -1.29 0.70 -2.11
C 4.84 2.28 0.08
C 0.52 -1.86 5.02
C 0.58 2.06 2.96
C -1.88 0.33 -3.30
C -0.44 3.94 -0.43
C -4.68 -2.19 -1.12
H 1.94 3.13 -1.42
C 1.52 -2.80 -2.82
S 1.49 -0.23 -2.14
H 5.90 2.49 0.02
C -2.14 1.88 3.43
H 0.11 4.29 0.43
C 3.66 -1.50 -3.22
C -2.48 1.26 -4.17
C -0.57 -1.74 4.18
H -3.21 1.82 3.60
C 3.00 1.12 1.10
W -0.51 -0.88 -0.88
H -1.58 -1.72 4.57
C -0.49 2.60 -0.72
C -0.26 1.65 1.94
C 0.88 -1.66 2.23
H 5.04 0.90 1.71
C -1.79 4.42 -2.36
C -2.75 -3.11 -0.56
O -1.40 -0.88 0.80
C 1.98 -4.10 -3.41
H -4.54 -4.07 -0.14
O -2.75 -1.71 2.35
H -2.94 0.91 -5.09
C -2.49 2.59 -3.86
C 2.24 -1.66 -2.75
S -0.11 -2.71 -2.26
H -2.29 5.13 -3.01
C -1.11 4.86 -1.25
H 1.81 -4.13 -4.49
H 0.38 -1.93 6.09
C -1.63 -1.46 2.00
C -3.68 -1.37 -1.50
H 4.31 -1.22 -2.39
C -0.40 -1.64 2.80
H -1.55 -4.88 -0.63
C 0.07 2.35 4.22
H 2.66 -1.97 5.11
N -2.46 -1.95 -1.16
H 3.04 -4.25 -3.24
C 1.80 -1.88 4.47
C -1.63 1.59 2.18
C -1.84 -4.10 0.08
N -4.08 -3.28 -0.55
H 3.72 -0.70 -3.96
H 1.65 2.16 2.80
H -1.90 -0.71 -3.59
H -2.35 -4.55 0.93
H -0.92 -3.63 0.44
H 4.34 3.61 -1.53
*
```

A structure of composition C37H32N9ORuS2 at a distorted geometry, computed with ωB97M-V with the def2-TZVPD basis set.

Output
F_max   0.056 hartree/bohr
HOMO (alpha / beta)   -13.5419 / -13.5733 eV
Calculated total energy   -2888.0448 a.u.
Energy above the lowest of the compared OMol25 structures with the same formula, charge and spin   90.35 kJ/mol
LUMO (alpha / beta)   -7.17 / -7.13 eV

ORCA input file:
```
! wB97M-V def2-TZVPD RIJCOSX def2/J DEFGRID3
* xyz 2 2
H 0.49 -2.24 -2.36
H -3.81 1.51 3.05
H -6.65 -1.50 -2.12
C 3.61 1.71 1.64
C 2.60 1.27 -2.22
C -1.27 1.24 1.66
H 5.55 -1.41 -0.55
H -1.00 -0.14 -1.92
H 4.11 1.89 -3.59
H -3.04 4.29 -1.04
C 2.65 3.43 -3.19
H 1.64 2.59 1.68
N 3.41 0.69 0.69
H 2.97 -2.54 3.98
H -0.29 -2.34 1.50
H -7.13 -2.10 -4.50
C 4.91 1.78 2.14
C 1.57 -2.41 -2.27
H 2.26 4.25 3.41
N 1.48 1.53 -1.51
H -4.32 -5.10 -4.47
C -3.65 2.11 2.16
C -5.13 -3.01 -1.95
C -1.00 -2.03 0.74
C -3.16 -2.16 -0.27
H 6.27 2.73 3.51
C 3.22 2.16 -3.06
H 1.12 -2.09 5.63
H 3.83 -1.36 -0.86
C 2.09 -1.29 2.50
O 2.05 -1.80 -1.05
H -2.59 -3.21 1.53
C -1.39 -0.83 -1.18
H -5.54 3.11 2.25
C 3.00 3.54 3.05
C 4.29 3.58 3.57
C -0.93 2.47 -0.20
N -0.38 1.50 0.62
H 2.07 -1.90 -3.09
C -6.37 -2.63 -3.94
H 2.87 -1.48 1.78
C -2.28 -2.53 0.75
C 0.07 -0.23 2.98
C -4.39 3.78 0.57
H 3.01 0.27 -2.10
C 4.53 0.04 0.45
N -5.73 -3.60 -4.56
C 0.09 -0.82 4.26
N -1.03 0.50 2.68
N 1.10 -0.46 2.11
H -5.16 4.47 0.25
N -0.55 -1.17 -0.19
H 0.98 4.66 -2.62
C -6.11 -2.29 -2.61
C 1.11 -1.64 4.64
H 1.37 -4.41 -1.46
H -0.75 -0.58 4.90
C 5.26 2.70 3.11
H -3.71 -4.63 -2.09
Ru 1.21 0.44 0.23
C -2.47 2.02 1.45
N 4.65 -0.99 -0.39
C 1.86 -3.90 -2.29
H 2.93 -4.09 -2.25
C 1.48 3.71 -2.53
C -4.80 -4.29 -3.92
C -4.61 3.00 1.71
H 1.48 -4.33 -3.22
N -0.31 3.06 -1.16
C 0.88 2.74 -1.70
C -3.22 3.69 -0.16
C -4.46 -4.04 -2.60
S 5.91 0.58 1.37
H 1.84 -2.41 -0.33
S -4.82 -2.72 -0.21
C -2.68 -1.31 -1.27
C 2.14 -1.90 3.73
H 4.54 4.31 4.33
H -3.30 -1.02 -2.10
C -2.25 2.80 0.29
H 3.12 4.18 -3.82
C 2.65 2.61 2.09
*
```

Repeat the second record exactly.
A structure of composition C37H32N2O2PS3W, computed with ωB97M-V with the def2-TZVPD basis set.

Output
F_max   0.007 hartree/bohr
HOMO   -10.1514 eV
Calculated total energy   -3292.0698 a.u.
Energy above the lowest of the compared OMol25 structures with the same formula, charge and spin   20.89 kJ/mol
LUMO   -4.12 eV

ORCA input file:
```
! wB97M-V def2-TZVPD RIJCOSX def2/J DEFGRID3
* xyz 1 1
H -2.32 1.31 1.38
H -1.08 5.92 -1.01
P 0.35 1.34 0.25
H 2.64 0.42 1.84
C 1.97 -1.78 3.10
H 4.03 -2.41 -3.68
C -1.29 2.25 4.46
C 2.61 2.65 -0.72
H -3.74 -0.40 -1.96
H -2.96 3.31 -4.52
S 1.33 -1.69 0.52
C -1.84 3.05 -2.69
C 2.11 1.75 0.22
C -1.21 2.11 -1.83
C 4.36 1.39 1.03
H 2.97 -1.82 2.68
H -1.69 2.47 5.44
H -5.75 -2.10 -1.21
H 0.74 2.66 5.01
C 3.97 2.91 -0.79
H 1.45 -4.94 -2.96
C -1.29 0.70 -2.11
C 4.84 2.28 0.08
C 0.52 -1.86 5.02
C 0.58 2.06 2.96
C -1.88 0.33 -3.30
C -0.44 3.94 -0.43
C -4.68 -2.19 -1.12
H 1.94 3.13 -1.42
C 1.52 -2.80 -2.82
S 1.49 -0.23 -2.14
H 5.90 2.49 0.02
C -2.14 1.88 3.43
H 0.11 4.29 0.43
C 3.66 -1.50 -3.22
C -2.48 1.26 -4.17
C -0.57 -1.74 4.18
H -3.21 1.82 3.60
C 3.00 1.12 1.10
W -0.51 -0.88 -0.88
H -1.58 -1.72 4.57
C -0.49 2.60 -0.72
C -0.26 1.65 1.94
C 0.88 -1.66 2.23
H 5.04 0.90 1.71
C -1.79 4.42 -2.36
C -2.75 -3.11 -0.56
O -1.40 -0.88 0.80
C 1.98 -4.10 -3.41
H -4.54 -4.07 -0.14
O -2.75 -1.71 2.35
H -2.94 0.91 -5.09
C -2.49 2.59 -3.86
C 2.24 -1.66 -2.75
S -0.11 -2.71 -2.26
H -2.29 5.13 -3.01
C -1.11 4.86 -1.25
H 1.81 -4.13 -4.49
H 0.38 -1.93 6.09
C -1.63 -1.46 2.00
C -3.68 -1.37 -1.50
H 4.31 -1.22 -2.39
C -0.40 -1.64 2.80
H -1.55 -4.88 -0.63
C 0.07 2.35 4.22
H 2.66 -1.97 5.11
N -2.46 -1.95 -1.16
H 3.04 -4.25 -3.24
C 1.80 -1.88 4.47
C -1.63 1.59 2.18
C -1.84 -4.10 0.08
N -4.08 -3.28 -0.55
H 3.72 -0.70 -3.96
H 1.65 2.16 2.80
H -1.90 -0.71 -3.59
H -2.35 -4.55 0.93
H -0.92 -3.63 0.44
H 4.34 3.61 -1.53
*
```

- Which value of F_max does entry 1 give?
  0.064 hartree/bohr

- What is the energy above the lowest of the compared OMol25 structures with the same formula, charge and spin in the first record?
  0.00 kJ/mol

- Which of these has the lowest calculated total energy?
  C37H32Cl4F2N2O7P